[1]
Density functional theory data (ωB97M-V/def2-TZVPD) for a structure of composition C39H63BrInN7O4S2Si2.

Results
* E_tot: -6347.2033 a.u.
* HOMO-LUMO gap: 7.1 eV
* ΔE to the lowest compared entry with this formula, charge and spin: 43.35 kcal/mol
* maximum force: 0.017 Eh/bohr
* total charge: +2
* E_LUMO: -0.2198 hartree

Element x y z (Å)
In 0.05598 0.01919 0.02908
C 0.01397 1.63568 -3.69943
C -1.24918 1.19046 -3.02286
C -2.48863 1.39602 -3.59047
C -3.62451 0.94125 -2.92081
C -3.50975 0.24021 -1.73943
C -2.22799 0.01802 -1.21928
N -1.14646 0.54278 -1.84563
N -1.93279 -0.69834 -0.07911
Si -2.55185 -2.35728 0.09299
C -2.18704 -3.24567 -1.50738
C -4.37463 -2.38407 0.46848
C -1.53432 -3.04550 1.50150
H -0.02700 2.69579 -3.95251
H 0.13841 1.08862 -4.63500
H 0.88712 1.44540 -3.07869
H -2.56829 1.90521 -4.54072
H -4.60567 1.12947 -3.33801
H -4.36937 -0.12408 -1.19635
H -2.81960 -2.86280 -2.31235
H -2.37936 -4.31798 -1.42484
H -1.14482 -3.11345 -1.81013
H -4.97043 -2.21782 -0.43099
H -4.66045 -1.64330 1.21765
H -4.64670 -3.37164 0.85088
H -0.52890 -3.31379 1.16456
H -1.99634 -3.94421 1.91721
H -1.44254 -2.31335 2.30382
C -1.80704 4.64049 7.72644
C -1.85661 4.26227 6.24813
S -1.85557 5.77419 5.29046
O -3.00655 6.54620 5.64763
O -0.53196 6.33844 5.37013
C -2.06830 5.21445 3.58601
C -0.69176 4.93543 2.98123
N -0.72221 4.02695 1.82007
C -0.69957 2.68453 1.90613
N -0.50329 2.14370 0.70253
C -0.41709 3.17769 -0.19265
C -0.54773 4.33690 0.48834
N -0.54541 5.66486 -0.07261
O -0.18939 5.74210 -1.22632
O -0.90561 6.58002 0.63637
C -0.90541 1.93194 3.17174
H -1.76357 3.74599 8.34532
H -2.69423 5.20928 7.99830
H -0.93164 5.25503 7.93362
H -2.76987 3.71995 5.99631
H -0.97085 3.69977 5.94318
H -2.57574 6.03430 3.07846
H -2.72691 4.34651 3.61296
H -0.01960 4.50174 3.71957
H -0.25846 5.87640 2.66936
H -0.30401 3.03524 -1.25341
H -1.60810 2.45201 3.81886
H 0.03800 1.81086 3.70734
H -1.29911 0.94515 2.93851
C -0.66736 -2.17690 5.08161
C 0.45540 -1.57071 5.93998
C 0.68521 -2.45608 7.18634
C -0.02955 -0.19146 6.40589
Si 2.11124 -1.52634 5.03604
Br 1.26080 -0.63376 2.18838
C 2.86325 -3.16141 4.47114
C 1.80201 -4.24007 4.20297
C 3.70539 -3.04523 3.18640
C 3.77841 -3.61868 5.63007
C 3.24750 -0.05379 5.35921
C 3.59747 -0.11234 6.86282
C 2.59901 1.30464 5.03613
C 4.54743 -0.13442 4.54370
H -1.57629 -2.22312 5.68824
H -0.44619 -3.18475 4.74257
H -0.87228 -1.55503 4.20921
H -0.23588 -2.46445 7.77456
H 1.48473 -2.07752 7.82905
H 0.91394 -3.48940 6.92387
H -0.98750 -0.32595 6.91573
H -0.19470 0.48762 5.56840
H 0.65017 0.27653 7.11751
H 1.11752 -3.94345 3.40558
H 1.22882 -4.50566 5.09038
H 2.32029 -5.14372 3.87132
H 3.08626 -2.78889 2.32740
H 4.15937 -4.02160 2.99696
H 4.50924 -2.31954 3.26431
H 3.24546 -3.71265 6.57986
H 4.62550 -2.94566 5.77655
H 4.17954 -4.60349 5.37841
H 2.72452 0.02986 7.50141
H 4.30118 0.69443 7.08319
H 4.07779 -1.05370 7.14215
H 1.71038 1.49953 5.63122
H 2.35202 1.37821 3.97512
H 3.32742 2.08765 5.26381
H 5.14390 -1.01058 4.79724
H 5.15266 0.74599 4.77555
H 4.35180 -0.13205 3.46995
S 6.43864 1.03065 -2.09734
C 4.73987 0.77325 -1.61650
C 4.19988 -0.50773 -1.55034
C 2.88189 -0.66156 -1.17538
N 2.09757 0.38516 -0.87559
C 2.61364 1.62122 -0.93565
C 3.92358 1.85414 -1.29849
C 6.11484 1.08889 -3.86590
C 5.79332 2.29430 -4.46838
C 5.49623 2.27764 -5.82562
N 5.50596 1.16982 -6.56169
C 5.85682 0.02943 -5.97444
C 6.17188 -0.06866 -4.62421
H 4.80661 -1.37134 -1.78447
H 2.43288 -1.64479 -1.10851
H 1.95147 2.43905 -0.68338
H 4.31038 2.86309 -1.33614
H 5.78192 3.21851 -3.90647
H 5.23826 3.19499 -6.34245
H 5.88655 -0.84825 -6.60991
H 6.46014 -1.01435 -4.18561


[2]
Density functional theory data (ωB97M-V/def2-TZVPD) for a cluster of 2 separate species, C4H13N2 in total at a distorted geometry.

Results
* E_tot: -269.3356 a.u.
* HOMO-LUMO gap (alpha / beta): 9.8 / 7.2 eV
* ΔE to the lowest compared entry with this formula, charge and spin: 103.62 kcal/mol
* maximum force: 0.044 Eh/bohr
* total charge: +1
* E_LUMO (alpha / beta): -0.1716 / -0.2466 hartree

Element x y z (Å)
C -2.46266 -0.30164 0.16354
C 1.43377 0.80970 0.98653
C 0.92372 0.55018 -1.38618
C 0.76758 -1.36981 0.11343
N -1.58992 0.63448 0.66550
N 0.81874 0.04499 -0.05228
H -2.80851 -0.17898 -0.87057
H -2.09399 -1.31503 0.37128
H -3.35828 -0.23589 0.81426
H 1.12535 1.85271 0.92566
H 1.15666 0.41462 1.96320
H 2.52895 0.78018 0.90457
H 0.18646 0.07899 -2.03576
H 0.78442 1.62981 -1.39925
H 1.91439 0.33799 -1.80935
H 0.12531 -1.82110 -0.64208
H 1.76616 -1.81707 0.01274
H 0.39752 -1.61723 1.10740
H -1.61567 1.52311 0.16738


[3]
Density functional theory data (ωB97M-V/def2-TZVPD) for a cluster of 16 separate species, C48H96O48 in total at a distorted geometry.

Results
* E_tot: -5497.7783 a.u.
* HOMO-LUMO gap: 10.2 eV
* ΔE to the lowest compared entry with this formula, charge and spin: 223.35 kcal/mol
* maximum force: 0.148 Eh/bohr
* total charge: 0
* E_LUMO: 0.0155 hartree

Element x y z (Å)
C -0.47746 -1.38966 5.67097
O 0.58134 -0.42495 5.40017
C 0.10694 0.86557 5.06255
O -1.11727 1.15399 5.14197
O 1.02391 1.59092 4.52830
C 2.36778 1.26522 4.33246
H -0.88950 -1.47418 6.67655
H -0.21895 -2.42296 5.43951
H -1.29775 -1.19976 4.97876
H 2.54353 0.19477 4.43887
H 2.81996 1.91817 5.07898
H 2.64425 1.47199 3.29858
C 0.12503 5.78901 2.80715
O 0.38845 6.30016 4.07547
C 1.07700 5.65818 4.95741
O 1.50274 4.49763 4.86681
O 1.21349 6.41136 6.03994
C 0.64211 7.68901 6.19810
H -0.16264 6.49024 2.02380
H -0.53302 4.94028 2.99353
H 1.04635 5.45083 2.33292
H 1.26992 8.50392 5.83771
H 0.40167 7.70558 7.26112
H -0.26875 7.71899 5.60015
C -0.04810 -2.41301 1.28950
O 0.86356 -1.32278 1.19586
C 0.38559 -0.17038 0.80878
O -0.57930 0.00246 0.02618
O 1.15583 0.77827 1.19809
C 1.15904 2.07140 0.61088
H 0.40069 -3.33150 1.66772
H -0.40134 -2.75760 0.31761
H -0.88747 -2.22700 1.95955
H 1.71573 2.50320 1.44260
H 0.16557 2.45298 0.37525
H 1.87991 1.98185 -0.20177
C -7.79735 4.53097 0.43891
O -6.60432 3.74765 0.36592
C -5.58903 4.06554 1.05240
O -5.52539 4.86960 2.06702
O -4.52467 3.46241 0.53317
C -3.21976 3.92117 0.95235
H -8.01859 4.84203 1.45989
H -8.60390 3.97650 -0.04083
H -7.70941 5.33867 -0.28774
H -3.19549 3.90104 2.04190
H -2.91329 4.85957 0.49019
H -2.55415 3.11581 0.64179
C 4.89139 -0.14263 0.55989
O 5.05281 0.01084 2.00573
C 4.47069 -0.98382 2.73172
O 3.93213 -2.02603 2.29224
O 4.58954 -0.60245 4.11456
C 4.59030 -1.71377 5.02753
H 5.40583 -1.01259 0.15171
H 5.12254 0.77275 0.01513
H 3.82681 -0.35791 0.46821
H 5.21974 -1.55395 5.90295
H 5.04412 -2.59455 4.57326
H 3.57188 -2.09406 5.10686
C -3.15582 0.39621 1.95665
O -3.51170 0.74596 0.59926
C -4.43091 0.01303 -0.09305
O -5.11360 -0.93108 0.25413
O -4.45556 0.50538 -1.34542
C -5.31750 0.08931 -2.36184
H -3.18193 -0.68009 2.12698
H -3.85160 0.78509 2.70012
H -2.23403 0.90131 2.24528
H -4.83378 -0.74485 -2.87006
H -5.57255 0.86889 -3.07968
H -6.29117 -0.26190 -2.02019
C 2.32200 0.83178 -5.56496
O 2.24543 1.86327 -6.45149
C 1.38068 1.86797 -7.36589
O 0.35915 1.17062 -7.50263
O 1.65017 2.90516 -8.25495
C 0.63208 3.25705 -9.18496
H 1.39457 0.92828 -5.00045
H 3.15011 1.09035 -4.90507
H 2.31055 -0.15207 -6.03401
H -0.38527 2.87727 -9.09084
H 0.94973 3.27544 -10.22748
H 0.30965 4.29570 -9.25785
C 3.06678 -7.34763 0.32472
O 2.96634 -7.10060 -1.06200
C 3.95575 -6.94403 -1.77778
O 5.13740 -6.55537 -1.45346
O 3.50790 -7.40576 -2.93478
C 4.44973 -7.97005 -3.88689
H 3.92874 -6.81537 0.72700
H 3.21497 -8.40358 0.55080
H 2.17352 -6.93738 0.79575
H 5.43108 -8.20373 -3.47402
H 4.68120 -7.39918 -4.78613
H 3.92592 -8.87841 -4.18454
C 2.62469 3.35944 -2.49105
O 1.25786 3.73291 -2.14220
C 0.23506 3.07243 -2.53678
O 0.25941 2.20047 -3.41378
O -0.84837 3.58880 -1.84095
C -2.12946 2.94000 -1.89519
H 2.82465 2.44711 -3.05300
H 3.39168 3.45163 -1.72208
H 2.78551 4.21715 -3.14417
H -2.29232 2.41391 -2.83584
H -3.00376 3.59090 -1.89132
H -2.25342 2.04225 -1.28957
C 0.78424 7.91615 -2.61696
O -0.37561 8.33585 -1.85219
C -0.54917 7.68299 -0.69505
O 0.23901 6.94262 -0.20895
O -1.73285 8.22031 -0.17786
C -2.41027 7.50286 0.85774
H 1.73920 7.98892 -2.09653
H 1.07998 8.49578 -3.49141
H 0.69898 6.96935 -3.15024
H -3.48184 7.51158 0.65830
H -2.18001 7.82638 1.87283
H -2.05848 6.47985 0.72428
C 2.81691 -2.50720 -0.92594
O 2.95347 -2.61579 -2.30421
C 3.30939 -1.54826 -3.13567
O 3.70339 -0.41094 -2.67404
O 3.15080 -1.89734 -4.40042
C 3.39338 -3.16823 -5.04990
H 2.55979 -1.54019 -0.49366
H 3.84404 -2.69652 -0.61411
H 2.03176 -3.19557 -0.61320
H 2.93950 -4.00014 -4.51136
H 4.39545 -3.58311 -5.15870
H 3.06689 -3.19464 -6.08952
C 5.81558 2.87890 4.23619
O 4.71618 3.03462 3.34190
C 4.55526 4.13503 2.55951
O 5.35718 5.05937 2.51717
O 3.49187 3.99175 1.71547
C 3.13005 5.15004 0.84856
H 5.73736 3.67033 4.98160
H 6.80586 3.05858 3.81767
H 5.71436 1.89781 4.70019
H 3.79234 5.37880 0.01360
H 2.94063 6.08811 1.37032
H 2.17009 4.93276 0.38019
C -2.33287 0.06666 -5.72874
O -1.56115 -0.74899 -4.80874
C -0.36165 -1.33719 -5.18828
O 0.15172 -1.31199 -6.29543
O 0.16436 -1.95958 -4.17470
C -0.31304 -1.74953 -2.82522
H -1.81750 0.93128 -6.14699
H -3.14900 0.46182 -5.12388
H -2.82237 -0.51201 -6.51208
H -0.45669 -0.72108 -2.49393
H 0.41568 -2.14751 -2.11903
H -1.17750 -2.39150 -2.65581
C -7.70715 -6.82456 1.24119
O -7.72008 -5.44762 1.32754
C -6.57021 -4.90748 1.72620
O -5.50205 -5.52598 1.71357
O -6.73540 -3.61345 1.98962
C -5.60657 -2.86956 2.48567
H -7.66013 -7.21710 2.25697
H -6.87050 -7.27494 0.70708
H -8.62981 -7.12222 0.74301
H -5.06142 -3.22764 3.35900
H -5.81607 -1.81364 2.65668
H -4.79983 -2.80406 1.75562
C 2.58030 -5.17421 3.58404
O 1.59447 -5.83856 2.90478
C 0.35384 -5.90102 3.44432
O 0.08009 -5.82031 4.64064
O -0.56899 -6.09114 2.52435
C -1.88822 -6.20307 2.90044
H 3.55511 -5.18320 3.09644
H 2.69248 -5.74803 4.50394
H 2.43288 -4.12860 3.85434
H -2.15254 -5.24220 3.34198
H -2.29045 -6.96228 3.57120
H -2.37727 -6.28995 1.93020
C 0.22270 -6.18885 -2.60648
O -1.16768 -5.85193 -2.74777
C -1.70062 -5.12870 -1.66299
O -1.11689 -4.84446 -0.59393
O -2.84981 -4.47407 -2.11908
C -3.60556 -3.72410 -1.05496
H 0.23696 -7.26650 -2.76947
H 0.71022 -5.98324 -1.65352
H 0.80991 -5.73208 -3.40313
H -3.91570 -4.35529 -0.22219
H -4.53447 -3.25029 -1.37233
H -3.02703 -2.93978 -0.56685


[4]
Density functional theory data (ωB97M-V/def2-TZVPD) for a structure of composition C25H29F6N6O6Ru.

Results
* E_tot: -2443.9524 a.u.
* HOMO-LUMO gap (alpha / beta): 7.8 / 6.1 eV
* ΔE to the lowest compared entry with this formula, charge and spin: 0.00 kcal/mol
* maximum force: 0.012 Eh/bohr
* total charge: +1
* spin multiplicity: 5
* E_LUMO (alpha / beta): -0.1054 / -0.1696 hartree

Element x y z (Å)
Ru -0.90799 0.59984 0.31125
C -4.03375 2.84644 -1.59898
O -4.68696 3.34752 -0.42910
C -4.16292 3.24829 0.80727
C -4.85854 3.93789 1.79849
C -4.42972 3.96597 3.11376
C -3.26464 3.31426 3.46543
C -2.55610 2.59916 2.50204
C -1.34940 1.94838 2.92622
N -0.58273 1.20107 2.20765
N 0.59031 0.72315 2.82378
C 1.24600 0.01053 1.98142
O 0.83590 -0.18297 0.72896
C 2.51723 -0.63472 2.36696
C 2.91904 -0.66753 3.69939
C 4.10842 -1.28657 4.04451
C 4.89872 -1.87697 3.06597
C 4.49702 -1.84715 1.73730
C 3.30636 -1.22861 1.38711
C -3.01935 2.52711 1.17190
O -2.39711 1.76606 0.25909
H -4.02748 1.75905 -1.60613
H -3.01635 3.22840 -1.67505
H -4.63177 3.21824 -2.42501
H -5.75379 4.46265 1.49126
H -4.99814 4.50584 3.85757
H -2.89948 3.34541 4.48380
H -1.01605 2.10992 3.94773
H 2.29305 -0.20916 4.45234
H 4.41799 -1.31774 5.08045
H 5.82243 -2.36888 3.34180
H 5.10529 -2.32370 0.97812
H 2.97278 -1.21032 0.35786
N -0.73624 -0.45233 -1.61043
C 0.57694 -0.17542 -2.22265
C 0.56170 -0.56349 -3.70749
C 1.80482 -0.29253 -4.55989
C 3.08526 -0.98261 -4.09372
N 3.61661 -0.25251 -2.94947
C 4.75074 -0.49278 -2.33982
N 5.53804 -1.51615 -2.70109
N 5.11464 0.28823 -1.31327
C 0.91011 1.28856 -1.90252
O 2.02059 1.74344 -2.21924
O 0.00095 1.93074 -1.29724
H -0.87619 -1.42988 -1.36636
H -1.49326 -0.15023 -2.21939
H 1.30448 -0.78247 -1.68048
H -0.28170 -0.05005 -4.17941
H 0.34080 -1.63411 -3.75494
H 1.99146 0.78003 -4.63204
H 1.58890 -0.64455 -5.56879
H 3.81219 -0.97820 -4.91082
H 2.88430 -2.02478 -3.82171
H 3.04232 0.57395 -2.63637
H 5.30321 -2.07484 -3.50174
H 6.44257 -1.64927 -2.28577
H 4.53567 1.07394 -1.06245
H 5.98972 0.16752 -0.83691
C -2.61121 -3.54534 1.05786
C -2.80320 -2.04226 0.85556
O -1.58866 -1.42833 0.66298
C -3.49935 -1.48252 2.11794
F -3.68310 -0.15002 2.03922
F -4.69161 -2.02946 2.35723
F -2.72927 -1.69887 3.19161
C -3.68851 -1.83485 -0.39756
F -3.80500 -0.52963 -0.72366
F -4.91595 -2.33097 -0.30232
F -3.09463 -2.42357 -1.46114
H -1.99635 -3.70211 1.94059
H -2.09515 -3.95633 0.19379
H -3.56495 -4.05679 1.18667


[5]
Density functional theory data (ωB97M-V/def2-TZVPD) for a cluster of 2 separate species, C5H14N2O in total at a distorted geometry.

Results
* E_tot: -383.4216 a.u.
* HOMO-LUMO gap (alpha / beta): 4.1 / 6.5 eV
* ΔE to the lowest compared entry with this formula, charge and spin: 39.47 kcal/mol
* maximum force: 0.108 Eh/bohr
* total charge: 0
* spin multiplicity: 3
* E_LUMO (alpha / beta): 0.0186 / -0.0440 hartree

Element x y z (Å)
C 1.60750 -1.83690 -1.40322
C -1.72948 -0.90422 0.51099
C -1.08766 1.15444 1.60186
C 0.16198 1.85585 -0.81571
C 1.84121 -0.80857 -0.34011
N -0.69947 0.14223 0.59381
N -0.36913 0.53223 -0.70321
O 1.52115 -0.94918 0.85406
H 2.56518 -2.21213 -1.76498
H 1.02446 -2.66634 -1.01350
H 1.08524 -1.38246 -2.24222
H -2.69106 -0.44965 0.27453
H -1.45396 -1.57931 -0.29444
H -1.79189 -1.44959 1.45124
H -0.26817 1.85311 1.75953
H -1.96814 1.69744 1.25759
H -1.30850 0.64791 2.54047
H 1.00282 2.06815 -0.13335
H 0.52674 1.94623 -1.83641
H -0.59949 2.63956 -0.66087
H 2.43267 0.05972 -0.65415
H 0.19802 -0.35850 1.01809


[6]
Density functional theory data (ωB97M-V/def2-TZVPD) for the ion C8H9N2O3S with charge +1 at a distorted geometry.

Results
* E_tot: -1043.1555 a.u.
* HOMO-LUMO gap (alpha / beta): 9.0 / 5.5 eV
* maximum force: 0.096 Eh/bohr
* total charge: +1
* spin multiplicity: 3
* E_LUMO (alpha / beta): -0.1413 / -0.3062 hartree

Element x y z (Å)
C -1.53973 1.89038 1.88129
C -0.14546 1.87475 2.14130
C -2.07099 1.57785 0.67699
C 0.71930 1.39390 1.23383
C -1.10159 1.03677 -0.27557
C 0.24459 0.94974 0.05114
C 1.83103 -2.70052 -0.14941
C 0.70922 -2.37573 -0.99494
N 0.28856 -1.23123 -1.27035
N -1.42837 0.57552 -1.49362
O -2.70575 0.34330 -1.69706
O 2.51777 -0.19445 -0.60495
O 1.32966 0.74832 -2.49314
S 1.29734 0.17723 -1.19931
H -2.14604 2.15477 2.63100
H 0.19051 2.22457 3.14071
H -3.18968 1.59868 0.40775
H 1.88275 1.25069 1.38334
H 1.70585 -3.72434 0.27391
H 2.85830 -2.65486 -0.53068
H 1.78595 -1.87591 0.70780
H -2.96395 0.10424 -2.60657
H -0.06929 -3.14366 -1.21346